{"formula": "C5H5NO3", "method": "wB97M-V/def2-TZVPD", "species": ["C", "C", "C", "C", "C", "N", "O", "O", "O", "H", "H", "H", "H", "H"], "xyz": [[-2.04979, -0.55165, 0.06549], [2.27074, -0.91508, 0.28483], [-0.22111, 1.07428, -0.35977], [-1.11610, 0.50104, 0.80863], [0.09511, -0.13987, 0.32982], [-1.17262, -1.44888, -0.47689], [-3.23270, -0.53569, -0.13879], [2.42261, -0.46461, -0.79304], [1.14538, -0.71205, 0.98644], [2.97508, -1.57293, 0.71339], [-0.41949, 0.92698, -1.48651], [0.28528, 1.96584, -0.01164], [-1.30739, 1.00814, 1.81037], [-1.07792, -1.71342, -1.52184]], "forces_ev_per_angstrom": [[-0.9547, 1.0431, -0.3451], [-0.6817, 0.3649, -1.0679], [-0.1681, 0.1679, -1.3724], [-1.4677, -1.2025, -0.2136], [-0.8861, -3.4334, -0.4580], [4.2892, 1.6078, 0.0121], [-0.1010, 0.3043, 0.4466], [0.5074, 0.6283, -1.5332], [-0.8921, 0.1412, 0.9684], [0.6482, -0.7422, 1.3247], [-0.1285, 0.8344, 2.0696], [0.3131, 0.0304, -0.3861], [0.3315, -0.5983, -1.7839], [-0.8094, 0.8540, 2.3388]], "nbo_charge": [0.667, 0.649, -0.447, -0.370, 0.471, -0.700, -0.564, -0.537, -0.483, 0.143, 0.258, 0.245, 0.262, 0.406], "largest_force_ha_per_bohr": 0.089, "de_lowest_ev": 3.3692, "e_tot_ha": -473.86488, "homo_energy_ev": -9.74}

{"formula": "C19H35N3S", "method": "wB97M-V/def2-TZVPD", "species": ["C", "H", "H", "H", "C", "C", "H", "H", "H", "H", "C", "N", "C", "N", "H", "C", "C", "H", "H", "C", "N", "C", "C", "H", "H", "H", "C", "C", "H", "C", "H", "H", "H", "H", "H", "C", "C", "C", "C", "C", "C", "H", "H", "H", "H", "H", "H", "H", "H", "H", "H", "H", "H", "H", "S", "H", "H", "H"], "xyz": [[5.30081, 0.42647, -1.77882], [5.91870, 1.20096, -1.72382], [5.65446, -0.64829, -1.74219], [4.57829, 0.49464, -1.01231], [4.40167, 0.64754, -3.34135], [5.52057, 0.56581, -4.39302], [6.13009, -0.31578, -4.35643], [6.14739, 1.20798, -4.41821], [4.89676, 0.52385, -5.39856], [3.95492, 1.54091, -3.17924], [3.54202, -0.77420, -3.24008], [2.53290, -0.68451, -2.33488], [2.38584, -1.27401, -1.33648], [1.67926, -1.21776, -0.07101], [1.55316, -1.94384, 0.40374], [0.78094, -0.05498, 0.03010], [0.31718, 0.24661, 1.46300], [1.24949, 0.60875, 1.99361], [0.05052, -1.02009, 1.94186], [-0.85791, 0.88571, 1.78334], [-2.02351, 0.18364, 0.90019], [-1.66358, 0.26371, -0.33709], [-0.55930, -0.58455, -0.73586], [-0.26533, -0.40204, -1.76563], [-0.92962, -1.78420, -0.73760], [-2.78113, -0.19478, -0.86591], [-1.86087, 1.94681, -0.98702], [-0.84749, 2.48563, -0.15464], [0.30431, 2.53792, -0.58511], [-0.80549, 2.44627, 1.36383], [0.07609, 2.66355, 1.75076], [-1.69122, 2.89826, 1.62114], [-1.05831, 3.66962, -0.33563], [-1.65427, 1.90278, -2.07586], [-2.80938, 2.24534, -0.79570], [-3.34207, -0.03342, 1.69025], [-4.07363, 1.39997, 1.93345], [-5.24781, 1.29115, 2.75675], [-5.37929, 0.16726, 3.69591], [-4.61527, -1.20900, 3.28478], [-3.34093, -0.73518, 2.86939], [-2.65988, -1.81220, 2.52790], [-2.64391, -0.45365, 3.50948], [-4.71661, -1.68452, 3.99955], [-5.31413, -1.63217, 2.32973], [-6.57764, 0.10529, 4.05202], [-4.90430, 0.72957, 4.56611], [-5.92727, 2.33166, 2.92598], [-6.06848, 0.73446, 1.67643], [-3.82641, 2.12883, 1.23692], [-3.41227, 1.80640, 2.86744], [-4.03194, -0.31756, 0.76721], [-1.36358, 0.79004, 2.80232], [1.08180, 0.92499, -0.32649], [3.35359, -2.67165, -1.03034], [2.05133, 0.29642, -1.92575], [2.92390, -0.46975, -4.33902], [4.05211, -1.56012, -3.23763]], "forces_ev_per_angstrom": [[-3.7979, -3.4791, -3.4143], [3.2194, 2.7909, 0.3919], [0.1692, 1.5670, -0.2272], [-0.8736, 0.1903, 1.0461], [5.1826, -6.5727, 4.7135], [-10.4326, -7.9340, -1.9985], [-0.2837, -1.0650, 0.3087], [7.2350, 9.0142, -0.1322], [1.7293, 0.1405, 1.3795], [-2.0507, 2.4839, -0.1642], [-4.1757, 12.2062, -7.5512], [-4.3433, 11.2626, -3.2789], [1.1177, -13.2403, 14.2421], [1.5528, 13.4549, -8.3037], [-1.0789, -7.6666, 4.5894], [-4.0430, -3.2546, 0.9433], [5.3108, -7.1670, 2.2460], [-1.0853, -0.2901, -0.0478], [1.2549, 3.4770, -1.2054], [-7.6970, 2.9704, -0.2874], [0.8182, 0.7565, 10.0460], [-8.3356, 0.6579, -7.9219], [1.7582, -0.9525, -1.2415], [-0.4553, -0.1526, -0.5526], [1.6842, 3.2371, 0.7808], [2.9337, 0.7611, 0.5703], [3.1486, -6.8007, -0.9253], [4.8371, 8.2837, -1.0412], [-2.9595, -0.7214, 0.6795], [-2.8734, -6.0380, -2.6300], [3.6835, 2.4393, 1.6646], [-1.5354, 1.3780, 1.6941], [0.9304, -1.6637, 0.5608], [0.0055, 0.3423, 0.7541], [-2.9110, 0.7253, 0.7189], [-1.2630, 6.2090, -9.2908], [5.5148, -0.9449, 5.4955], [-7.9056, 0.4172, -6.4057], [-1.9705, 0.7601, 3.0220], [-4.7243, 10.1104, -12.4329], [2.9566, -8.8494, -2.4215], [-1.7216, 2.3905, 0.8018], [2.3696, 1.9817, 3.6331], [-1.0466, -8.9052, 11.9735], [2.1503, 0.8934, 2.6205], [3.3357, -0.2674, -1.1097], [-0.0477, -1.7274, 0.1275], [2.2521, -2.9440, 0.0200], [1.2383, 1.4919, 2.4516], [-0.7471, 1.1027, -1.6971], [-0.0028, -0.3521, -1.7332], [1.1122, -0.8086, 2.0298], [1.8497, 0.1645, -0.9478], [0.7869, -0.4809, -0.8775], [0.8308, -1.2003, -0.9068], [1.5611, -1.5470, -3.2093], [1.6588, -2.1357, 2.3962], [4.1732, -6.4994, 0.0543]], "nbo_charge": [-0.611, 0.188, 0.229, 0.186, -0.168, -0.571, 0.213, 0.183, 0.185, 0.194, -0.149, -0.550, 0.376, -0.566, 0.402, -0.098, -0.392, 0.228, 0.185, -0.061, -0.529, 0.034, -0.455, 0.202, 0.249, 0.174, -0.439, -0.388, 0.190, -0.428, 0.207, 0.213, 0.188, 0.217, 0.197, 0.013, -0.438, -0.324, -0.436, -0.297, -0.447, 0.189, 0.231, 0.167, 0.195, 0.229, 0.194, 0.257, 0.067, 0.236, 0.143, 0.229, 0.224, 0.210, -0.464, 0.391, 0.171, 0.226], "largest_force_ha_per_bohr": 0.379, "de_lowest_ev": 22.9320, "e_tot_ha": -1306.62877, "homo_energy_ev": -7.16}

{"formula": "C3H4ClNS2", "method": "wB97M-V/def2-TZVPD", "species": ["C", "C", "C", "H", "H", "H", "H", "N", "S", "S", "Cl"], "xyz": [[1.79018, 0.59471, -0.38013], [0.74425, -0.15172, 0.09491], [-0.65690, 0.12081, -0.08118], [0.85037, 2.12599, -1.34062], [2.57168, 2.19811, -1.37842], [2.76872, 0.24478, -0.13926], [-1.13626, -1.84717, 1.16171], [1.75206, 1.74018, -1.09136], [-1.89724, -0.91211, 0.57468], [-1.23687, 1.45060, -0.90692], [1.26833, -1.58245, 0.99120]], "forces_ev_per_angstrom": [[-0.4195, 1.0137, -0.4739], [-0.2838, -0.1179, -0.0182], [0.3130, 0.1739, -0.0374], [-0.1374, -0.0240, 0.0157], [1.0397, 0.3225, -0.2033], [0.5584, -0.1835, 0.0616], [0.0654, 0.0326, -0.0241], [-1.0345, -1.1844, 0.6947], [-0.0353, 0.0045, -0.0155], [0.0246, -0.2020, 0.0979], [-0.0907, 0.1645, -0.0975]], "nbo_charge": [0.125, -0.240, -0.287, 0.424, 0.398, 0.214, 0.132, -0.745, 0.133, -0.126, -0.027], "smiles": "N/C=C(/Cl)C(=S)S", "largest_force_ha_per_bohr": 0.033, "de_lowest_ev": 0.0130, "e_tot_ha": -1428.02081, "homo_energy_ev": -8.52}

{"formula": "C6H10O", "method": "wB97M-V/def2-TZVPD", "species": ["C", "C", "O", "C", "C", "C", "C", "H", "H", "H", "H", "H", "H", "H", "H", "H", "H"], "xyz": [[2.16425, 1.01896, -0.21502], [0.77559, 0.55975, 0.03425], [0.24078, 0.52047, 1.23800], [-0.64073, -0.57205, 0.87758], [-2.03359, 0.04396, 0.67420], [-1.60850, 0.32847, -0.76787], [-0.15247, -0.27762, -0.64949], [2.21681, 2.11292, -0.29103], [2.82661, 0.70153, 0.59608], [2.52242, 0.59760, -1.15803], [1.46427, -2.92030, 0.69419], [0.86347, -2.52316, 0.90258], [-2.23403, 0.91822, 1.30058], [-2.84783, -0.67603, 0.78425], [-2.15886, -0.25964, -1.50303], [-1.58806, 1.37437, -1.07902], [0.18987, -0.94745, -1.43822]], "forces_ev_per_angstrom": [[0.0763, -0.0101, -0.0068], [0.0925, -0.0558, -0.0162], [0.1599, 0.0779, -0.0179], [-0.2721, -0.0635, 0.2195], [-0.1108, -0.0213, 0.0425], [-0.1857, 0.1278, -0.1308], [0.2374, -0.0211, -0.2245], [-0.0403, -0.1745, 0.0380], [-0.0516, 0.0467, -0.0976], [-0.0248, 0.0701, 0.1215], [-0.0172, 0.0168, 0.0199], [0.0887, -0.0294, -0.0308], [0.0711, -0.1148, -0.1450], [0.1364, 0.1071, -0.0540], [0.0565, 0.0806, 0.1209], [-0.0969, -0.1903, 0.0123], [-0.1195, 0.1538, 0.1489]], "nbo_charge": [-0.684, 0.404, -0.407, 0.121, -0.492, -0.358, -0.381, 0.238, 0.240, 0.232, -0.042, 0.023, 0.217, 0.212, 0.224, 0.215, 0.238], "largest_force_ha_per_bohr": 0.007, "de_lowest_ev": 5.0325, "e_tot_ha": -309.65743, "homo_energy_ev": [-7.36, -7.36]}

{"formula": "C4H11N6", "method": "wB97M-V/def2-TZVPD", "species": ["C", "C", "C", "C", "N", "N", "N", "N", "N", "N", "H", "H", "H", "H", "H", "H", "H", "H", "H", "H", "H"], "xyz": [[1.93002, -0.07213, -0.03201], [-0.18925, 1.12603, 0.12686], [-0.25319, -1.25272, -0.20415], [-2.31863, -0.05808, -0.41278], [1.36204, -1.22300, -0.07479], [1.21566, 1.13339, 0.03737], [-0.86758, 0.05681, -0.10956], [3.23442, 0.01797, -0.01813], [-0.85588, 2.32763, 0.22319], [-0.82940, -2.12411, 0.70910], [-0.50624, -1.58624, -1.27625], [-2.76041, 0.88682, -0.40205], [-2.54642, -0.94959, 0.06748], [-2.21363, -0.20505, -1.47726], [1.71662, 1.91256, 0.38763], [3.82000, -0.86568, -0.28069], [3.71750, 0.92174, 0.16380], [-0.25894, 3.06190, 0.60670], [-1.77803, 2.35808, 0.52752], [-1.49135, -2.85116, 0.29774], [-0.12731, -2.61517, 1.14027]], "forces_ev_per_angstrom": [[-2.6030, -1.5248, 0.1611], [0.3497, 1.3591, -0.7815], [3.5942, -0.4157, -3.1318], [3.4478, 0.8196, -2.0101], [-3.7278, -0.0667, -0.3402], [-2.2311, -0.3694, 0.2626], [0.2967, 0.0924, 0.7968], [4.2601, -0.3291, -0.4605], [3.8169, -0.2131, -0.0113], [-2.9804, -1.1089, -0.5852], [0.7400, 0.4596, 1.2471], [-1.4735, 0.9639, 1.1188], [-1.8245, -0.8308, 1.1590], [-0.6796, -0.6604, -0.6532], [0.1357, 0.9109, 0.2540], [-1.6531, 2.4913, 0.8816], [-0.4758, -1.4464, -0.3983], [-0.6039, -0.0416, -0.3125], [-1.6872, -0.1438, 0.6268], [1.3525, 1.4535, 0.5437], [1.9463, -1.3996, 1.6330]], "nbo_charge": [0.562, 0.698, 0.259, -0.409, -0.527, -0.604, -0.349, -0.791, -0.763, -0.855, 0.176, 0.226, 0.254, 0.224, 0.416, 0.458, 0.412, 0.409, 0.415, 0.389, 0.402], "smiles": "CN1C(=[NH2+])NC(N)=N[C@H]1N", "charge": 1, "largest_force_ha_per_bohr": 0.093, "de_lowest_ev": 0.2219, "e_tot_ha": -487.30545, "homo_energy_ev": -12.94}

{"formula": "C7H7NO2", "method": "wB97M-V/def2-TZVPD", "species": ["C", "C", "C", "C", "C", "C", "C", "H", "H", "H", "H", "H", "H", "H", "N", "O", "O"], "xyz": [[1.30885, 0.15381, 1.98620], [1.82383, -0.51617, 0.79526], [1.05655, -0.85600, -0.41946], [-0.23464, -0.43925, -0.84143], [-0.91545, -0.36757, -2.18450], [-1.95431, 0.59703, -2.10173], [-2.01049, 0.97740, -0.74539], [1.84304, 0.33213, 3.87653], [2.76224, -1.12509, 0.83324], [1.30333, -1.78079, -1.18309], [-0.44720, -0.74436, -3.06667], [-2.70866, 0.67020, -2.87069], [-2.66548, 1.56145, -0.25671], [-0.72037, 0.50492, 0.90154], [-0.92786, 0.47277, -0.04962], [2.31525, 0.01994, 2.96859], [0.17137, 0.53957, 2.35794]], "forces_ev_per_angstrom": [[-0.0824, -1.2019, 2.4432], [-1.8335, -1.9816, -4.1640], [0.9612, -1.9597, 0.8680], [-1.5592, 2.3929, -1.8809], [1.7594, 0.9256, 3.0707], [0.7121, -2.1675, 1.4114], [3.4911, -1.9422, -1.1703], [1.5576, -0.9833, -3.1301], [-0.9154, 1.1423, 0.5090], [0.5831, 2.5533, 2.2060], [-0.1418, -0.5113, -0.3985], [0.0542, 0.6374, 0.1386], [-2.2239, 1.9629, 1.4764], [0.0788, 0.6376, 2.3850], [-2.1890, -0.7667, -4.3381], [-2.8446, 1.6920, 1.9112], [2.5921, -0.4299, -1.3377]], "nbo_charge": [0.748, -0.447, -0.065, 0.002, -0.198, -0.315, 0.019, 0.496, 0.250, 0.234, 0.218, 0.234, 0.202, 0.443, -0.470, -0.693, -0.658], "smiles": "O=C(O)/C=C\\c1ccc[nH]1", "largest_force_ha_per_bohr": 0.097, "de_lowest_ev": 2.0804, "e_tot_ha": -476.10645, "homo_energy_ev": -8.03}